# 1
C51H42IN3P3V | the ωB97M-V functional and the def2-TZVPD basis

**Kohn-Sham gap (spin up / spin down)**: 6.9 / 7.5 eV
**Molar mass**: 967.7 g mol⁻¹
**ΔE to the lowest compared entry with this formula, charge and spin**: 86.9 kJ/mol
**Charge**: +2
**Spin multiplicity**: 3

Geometry (Å):
1 V 0.096125 0.350004 0.136977
2 N -1.792926 -2.027164 -0.219089
3 P -1.522485 -1.250529 1.271801
4 C -1.270251 -2.537170 2.527246
5 C -0.635497 -2.278194 3.740320
6 C -0.580105 -3.257524 4.727438
7 C -1.159488 -4.497527 4.511584
8 C -1.823893 -4.752779 3.315409
9 C -1.888763 -3.774968 2.335709
10 C -3.137302 -0.594292 1.741655
11 C -4.178718 -0.578461 0.823626
12 C -5.422186 -0.066814 1.191753
13 C -5.614070 0.432511 2.469278
14 C -4.567683 0.419063 3.390915
15 C -3.333419 -0.095355 3.031032
16 P -0.472869 -1.654880 -1.214526
17 C -1.174943 -1.849133 -2.872490
18 C -2.420254 -1.271489 -3.139119
19 C -3.030174 -1.450675 -4.369437
20 C -2.398975 -2.206343 -5.352339
21 C -1.170238 -2.792364 -5.093890
22 C -0.560657 -2.622973 -3.854855
23 C 0.774653 -2.946209 -1.054914
24 C 0.528909 -4.072392 -0.273987
25 C 1.487101 -5.073251 -0.168258
26 C 2.688399 -4.959744 -0.854373
27 C 2.936255 -3.842568 -1.644866
28 C 1.989672 -2.832543 -1.736851
29 H -2.304227 -2.895278 -0.340788
30 H -0.198888 -1.310699 3.939342
31 H -0.086090 -3.043344 5.667054
32 H -1.111858 -5.261752 5.277991
33 H -2.305438 -5.708926 3.152250
34 H -2.453326 -3.994168 1.435325
35 H -4.028963 -0.962441 -0.178359
36 H -6.238111 -0.066290 0.479340
37 H -6.581890 0.825287 2.755604
38 H -4.722428 0.803572 4.391950
39 H -2.531421 -0.111047 3.761702
40 H -2.939703 -0.719503 -2.367966
41 H -4.002049 -1.012673 -4.562672
42 H -2.876696 -2.352144 -6.313825
43 H -0.685973 -3.395450 -5.852021
44 H 0.390544 -3.100954 -3.664520
45 H -0.402989 -4.180170 0.265642
46 H 1.288225 -5.945032 0.442996
47 H 3.432356 -5.743824 -0.777562
48 H 3.869064 -3.758167 -2.189656
49 H 2.196732 -1.973689 -2.366226
50 I -1.522910 2.415436 1.155105
51 C -0.017904 2.567398 2.597897
52 C -0.013202 3.713830 3.326234
53 C 0.921750 3.841514 4.384255
54 C 1.767943 2.814747 4.669639
55 C 1.755094 1.615170 3.905485
56 C 2.613938 0.533842 4.240524
57 C 2.581194 -0.626215 3.529901
58 C 1.722149 -0.746468 2.409160
59 C 0.907142 0.278688 1.999524
60 C 0.869479 1.473666 2.808294
61 H -0.712719 4.515567 3.120543
62 H 0.936039 4.750497 4.973023
63 H 2.465376 2.895529 5.496851
64 H 3.282393 0.646803 5.088585
65 H 3.216893 -1.457382 3.815143
66 H 1.718541 -1.689719 1.869571
67 N 1.873240 1.392247 -2.555463
68 P 0.582853 2.021141 -1.652530
69 C -0.547565 2.608190 -2.911567
70 C -0.122361 3.522109 -3.881276
71 C -0.997764 3.915982 -4.880732
72 C -2.299827 3.419557 -4.905433
73 C -2.730718 2.534065 -3.930210
74 C -1.849725 2.129523 -2.935959
75 C 1.200360 3.511791 -0.814079
76 C 2.339043 3.418884 -0.005388
77 C 2.778516 4.521117 0.716521
78 C 2.082729 5.718973 0.645906
79 C 0.944189 5.815735 -0.146384
80 C 0.500118 4.717171 -0.868345
81 C 2.818957 0.571499 -1.969659
82 C 3.963347 0.213001 -2.682262
83 C 4.929375 -0.525440 -2.041857
84 C 4.738186 -0.890438 -0.712265
85 C 3.562103 -0.530078 -0.106348
86 N 2.578827 0.176760 -0.707430
87 H 2.031997 1.707806 -3.499247
88 H 0.879214 3.939729 -3.850154
89 H -0.671959 4.621434 -5.634892
90 H -2.982622 3.736562 -5.684483
91 H -3.747745 2.160907 -3.940673
92 H -2.186244 1.450797 -2.166996
93 H 2.889882 2.494720 0.069674
94 H 3.666019 4.440601 1.332379
95 H 2.429711 6.580747 1.202544
96 H 0.403688 6.752278 -0.206707
97 H -0.393851 4.808544 -1.473622
98 H 4.087348 0.541785 -3.707125
99 H 5.836396 -0.801230 -2.567138
100 H 5.483679 -1.445408 -0.158636
101 H 3.386317 -0.803510 0.918753

Force components x, y, z for each atom (eV/Å):
0.72 0.16 0.39
0.32 -0.29 0.14
-0.14 -0.17 -0.26
-0.02 0.01 0.05
-0.06 -0.03 0.08
-0.01 0.05 -0.09
-0.04 -0.03 -0.06
0.03 0.03 0.04
0.00 -0.11 0.07
-0.05 -0.06 0.06
-0.19 0.17 -0.06
0.12 -0.03 -0.05
0.04 0.01 0.09
-0.04 0.00 -0.08
-0.08 -0.01 0.04
-0.40 -0.12 -0.30
-0.04 -0.08 -0.08
-0.01 -0.06 -0.02
0.06 -0.02 -0.02
-0.06 0.02 0.00
0.07 0.02 0.08
0.05 0.11 -0.14
0.10 -0.09 -0.04
0.07 -0.09 0.07
0.01 0.04 -0.03
0.00 0.00 0.00
-0.07 0.03 0.04
0.03 -0.13 -0.02
-0.15 0.06 0.00
0.04 0.04 -0.03
-0.01 0.00 -0.04
-0.01 0.04 -0.04
0.02 0.04 0.01
0.05 0.03 0.02
-0.03 -0.01 0.04
0.04 -0.01 0.03
0.05 -0.01 0.00
0.01 -0.03 -0.06
0.00 -0.03 -0.03
0.00 0.09 0.06
0.05 -0.02 0.02
0.03 0.02 0.05
-0.02 0.02 0.05
-0.03 -0.02 0.00
0.06 0.01 -0.04
0.01 0.04 -0.02
-0.05 0.04 -0.01
-0.05 0.00 0.03
-0.03 0.00 0.04
-0.29 -0.11 -0.24
0.11 -0.10 -0.05
0.25 0.13 0.32
-0.18 0.11 -0.11
0.06 -0.16 -0.03
0.16 -0.01 0.18
-0.02 0.20 0.10
-0.04 -0.16 -0.14
0.08 0.05 0.16
-0.01 0.52 0.48
-0.09 -0.10 -0.18
0.06 -0.06 0.03
0.00 -0.05 -0.04
-0.04 -0.02 -0.07
-0.06 -0.02 -0.08
-0.05 0.03 -0.04
-0.03 -0.03 -0.01
-0.21 -0.13 0.05
0.17 0.25 -0.09
0.05 0.01 -0.08
-0.07 -0.03 -0.10
-0.01 0.00 0.04
0.03 0.04 -0.03
0.04 0.01 0.02
-0.13 0.08 -0.07
0.14 0.02 0.06
-0.07 0.18 0.02
-0.03 -0.07 -0.04
-0.04 0.03 -0.04
0.04 -0.01 0.05
-0.02 0.07 0.00
-0.25 0.13 0.09
0.06 0.00 -0.06
0.18 -0.05 -0.06
0.08 -0.01 -0.05
-0.26 0.13 -0.01
-0.01 -0.17 -0.16
0.12 0.03 -0.02
-0.03 -0.04 0.00
-0.02 -0.03 0.03
0.05 -0.01 0.03
0.05 0.02 0.00
-0.03 -0.15 0.10
0.05 -0.12 -0.01
-0.04 0.00 -0.03
-0.02 -0.03 -0.02
0.01 -0.04 0.00
0.03 -0.02 0.01
-0.01 -0.01 0.06
-0.04 0.01 0.03
-0.05 0.03 -0.04
-0.05 0.01 0.06



# 2
C51H42LaN9O7P2Si | the ωB97M-V functional and the def2-TZVPD basis

**Kohn-Sham gap**: 3.7 eV
**Molar mass**: 1121.9 g mol⁻¹
**ΔE to the lowest compared entry with this formula, charge and spin**: 578.8 kJ/mol
**Charge**: -2

Geometry (Å):
1 La -1.330674 -0.817857 0.296764
2 C -0.039210 3.515328 -5.108636
3 C 0.346940 4.411837 -4.103683
4 C 0.206516 4.079028 -2.762523
5 C -0.312246 2.835459 -2.443079
6 C -0.700431 2.200644 -1.152247
7 N -1.123606 0.906201 -1.383501
8 C -1.225083 0.762683 -2.771573
9 N -1.783368 -0.168790 -3.455132
10 C -2.502804 -1.202424 -2.920001
11 C -3.404248 -1.981430 -3.673812
12 C -3.748071 -1.994700 -5.039982
13 C -4.754133 -2.828448 -5.462142
14 C -5.466838 -3.648104 -4.535494
15 C -5.167297 -3.619672 -3.195198
16 C -4.117951 -2.793243 -2.750834
17 C -3.604375 -2.474670 -1.473342
18 N -4.095043 -3.006550 -0.274323
19 C -4.127944 -2.303268 0.831706
20 N -3.644121 -1.048060 1.038167
21 C -3.777981 -0.755142 2.404578
22 N -3.384758 0.284201 3.051715
23 C -2.629327 1.290931 2.505980
24 N -1.912947 1.240099 1.333346
25 C -1.410112 2.475979 1.065040
26 N -0.752969 2.898607 -0.071015
27 C -1.762940 3.357480 2.121850
28 C -1.527505 4.726458 2.346915
29 C -2.030291 5.304632 3.490972
30 C -2.764109 4.528876 4.436908
31 C -3.008106 3.193103 4.220964
32 C -2.504872 2.586256 3.052861
33 C -4.412936 -1.896759 3.075440
34 C -4.712629 -2.122490 4.407927
35 C -5.300082 -3.329916 4.752163
36 C -5.555382 -4.300088 3.780008
37 C -5.209695 -4.079999 2.456431
38 C -4.641931 -2.867042 2.103915
39 N -2.623556 -1.556391 -1.595372
40 C -0.679947 1.944916 -3.440607
41 C -0.565976 2.272613 -4.783721
42 H 0.075687 3.797232 -6.147763
43 H 0.763562 5.372766 -4.379259
44 H 0.486026 4.768179 -1.974584
45 H -3.219234 -1.352503 -5.733766
46 H -5.027589 -2.857691 -6.510473
47 H -6.261045 -4.288052 -4.900411
48 H -5.717404 -4.222806 -2.482941
49 H -0.968380 5.312052 1.626400
50 H -1.855905 6.356250 3.685704
51 H -3.143073 5.009739 5.330517
52 H -3.580625 2.601769 4.924972
53 H -4.495864 -1.359951 5.143873
54 H -5.538093 -3.538045 5.788176
55 H -5.990004 -5.246944 4.072345
56 H -5.366980 -4.838472 1.699755
57 H -0.881532 1.564006 -5.537538
58 O -1.976807 -4.414823 0.887499
59 P -1.600159 -3.812728 2.291451
60 O -2.078668 -4.559113 3.450575
61 O -1.468521 -2.303467 2.239491
62 O 0.141659 -4.185956 2.159608
63 P 0.905545 -3.182084 1.277019
64 O 2.451002 -0.731759 1.856394
65 O 2.388237 -3.210366 1.460757
66 O 0.298360 -2.771049 -0.007769
67 H -2.801305 -4.051418 0.436401
68 H 2.645515 -1.740955 1.796782
69 C 0.926924 -0.692329 1.990990
70 Si 3.564573 0.102382 0.814230
71 C 3.502483 -0.807551 -0.805456
72 N 2.317325 -0.401431 -1.560886
73 C 1.779305 -1.392660 -2.511912
74 C 2.017082 -1.032933 -3.983337
75 C 3.367866 -0.359781 -4.186607
76 C 3.430752 0.950804 -3.378418
77 C 2.459458 0.915430 -2.191207
78 C 5.162755 -0.297040 1.718296
79 C 5.948554 0.683949 2.326228
80 C 7.072046 0.346420 3.070829
81 C 7.439299 -0.983684 3.211702
82 C 6.676597 -1.976581 2.608997
83 C 5.553373 -1.632154 1.872939
84 C 3.256448 1.914411 1.008976
85 C 2.172513 2.375962 1.753564
86 C 2.048480 3.720740 2.074071
87 C 2.984624 4.629314 1.607484
88 C 4.036777 4.194386 0.807239
89 C 4.172771 2.852778 0.511016
90 H 0.827036 -0.319132 3.013827
91 H 0.659897 -1.774106 2.185780
92 H 3.368803 -1.854639 -0.513556
93 H 4.473382 -0.719613 -1.329493
94 H 0.701314 -1.477592 -2.357262
95 H 2.219309 -2.362791 -2.275561
96 H 1.233341 -0.345301 -4.312704
97 H 1.923301 -1.937507 -4.585620
98 H 3.552902 -0.169807 -5.244564
99 H 4.151984 -1.043946 -3.843822
100 H 3.159745 1.814206 -3.989749
101 H 4.453262 1.119829 -3.028872
102 H 1.440252 1.196170 -2.476629
103 H 2.751389 1.620817 -1.416905
104 H 5.661470 1.722544 2.225925
105 H 7.652364 1.122059 3.554073
106 H 8.312059 -1.247060 3.795854
107 H 6.949327 -3.017411 2.727025
108 H 4.954706 -2.420766 1.423748
109 H 1.412585 1.681583 2.079226
110 H 1.194803 4.053427 2.638558
111 H 2.868623 5.683843 1.819532
112 H 4.749250 4.907497 0.411407
113 H 5.016487 2.523155 -0.089601

Force components x, y, z for each atom (eV/Å):
0.37 -0.19 -0.28
0.05 0.04 0.15
0.04 -0.16 -0.10
0.01 0.08 0.18
-0.13 0.01 0.03
-0.01 0.21 0.06
0.14 0.99 -1.11
-0.20 -0.59 0.09
0.24 0.06 -0.14
-0.35 -0.63 -0.04
0.17 0.35 -0.05
-0.13 -0.20 -0.13
0.09 0.06 0.14
0.10 0.08 0.11
-0.01 -0.15 -0.21
-0.02 0.01 0.41
-0.34 -0.05 -0.33
0.17 -0.28 0.54
0.03 0.16 -0.66
-0.66 -0.12 0.52
0.09 0.48 -0.11
0.04 -0.61 0.19
0.31 0.68 -0.24
-0.58 1.08 0.39
-0.07 0.23 0.56
0.20 0.08 -0.03
0.50 -0.18 -0.47
-0.16 0.18 0.29
0.16 -0.21 -0.11
-0.02 -0.19 -0.13
-0.02 0.25 0.09
-0.39 -0.28 0.09
-0.22 -0.15 -0.03
-0.13 0.15 -0.04
0.04 -0.09 -0.12
0.11 0.10 0.10
-0.09 -0.10 -0.43
-0.07 0.24 0.50
-0.38 0.17 -0.76
0.08 0.27 -0.03
0.10 -0.04 0.06
0.00 0.03 -0.04
-0.01 0.04 -0.01
-0.03 0.02 0.00
0.00 0.02 -0.03
-0.01 0.00 -0.04
-0.05 -0.02 -0.01
-0.02 -0.02 0.01
0.00 -0.02 -0.06
-0.02 0.04 0.01
-0.02 0.02 0.05
-0.02 0.01 0.04
0.03 0.01 0.03
-0.03 0.00 0.02
-0.02 -0.04 0.00
-0.02 -0.04 0.00
-0.03 -0.01 -0.05
-0.36 -0.03 -0.12
0.54 0.04 0.10
0.12 0.07 0.11
-0.12 -1.14 0.64
-0.06 0.40 -0.06
0.52 -1.11 -1.11
0.12 -0.52 0.08
-0.21 0.09 0.25
0.57 -0.34 0.49
0.12 -0.06 0.13
0.11 0.02 0.04
0.31 1.23 -0.26
0.03 0.06 0.39
-0.27 0.23 -0.31
0.40 0.09 -0.01
-0.08 0.11 0.04
-0.05 0.17 0.00
0.02 -0.02 0.21
-0.07 -0.07 0.10
-0.56 -0.37 0.35
0.10 -0.11 -0.03
-0.04 -0.04 0.03
-0.02 -0.02 -0.05
-0.06 -0.01 -0.04
0.03 0.05 0.04
-0.09 -0.05 -0.11
-0.19 0.10 -0.15
0.18 -0.05 0.05
0.05 0.07 -0.24
-0.09 -0.10 -0.12
0.01 0.15 -0.01
0.04 -0.27 0.13
-0.18 -0.19 0.19
0.02 -0.23 0.73
0.19 -0.05 -0.03
-0.10 -0.12 -0.13
-0.02 -0.12 0.02
-0.01 -0.04 -0.01
-0.08 -0.07 -0.03
-0.02 -0.01 -0.05
0.02 0.00 -0.04
0.06 0.02 -0.01
0.01 -0.02 -0.11
0.03 0.05 -0.01
0.43 0.04 -0.20
0.03 0.19 -0.10
0.04 0.03 0.09
0.02 0.03 -0.02
0.01 -0.01 0.01
0.00 -0.02 -0.02
0.05 -0.01 0.04
-0.13 0.02 0.08
-0.20 0.06 0.13
0.02 0.03 0.07
0.01 0.02 0.00
-0.03 0.02 -0.03